Record 1
Computed, not measured: C25H70AsF6O20S10 as an isolated structure at a distorted geometry, with ωB97M-V/def2-TZVPD.

Positions of all 132 atoms, in Å:
As  -2.9728  20.7401  -6.7849
F  -3.5122  19.8096  -5.4314
F  -2.1301  21.7434  -5.6605
F  -2.5657  21.6314  -8.1910
F  -3.7823  19.5857  -7.7831
F  -4.3692  21.7244  -6.6319
F  -1.5357  19.8275  -7.0218
O  -5.7774  23.3741  -2.3403
S  -6.7852  22.5572  -2.9290
O  -7.8561  22.0818  -2.1409
O  -7.3539  23.3810  -4.1480
C  -8.6361  23.0106  -4.7119
C  -9.3035  24.2866  -5.1912
C  -5.8981  21.2811  -3.7616
H  -9.2813  22.4963  -4.0030
H  -8.4884  22.3348  -5.5579
H  -9.4026  24.9626  -4.3339
H  -10.3136  24.1321  -5.5631
H  -8.6682  24.8076  -5.9095
H  -5.0939  21.7825  -4.2925
H  -6.4979  20.6622  -4.4122
H  -5.4620  20.7055  -2.9437
O  -4.1017  18.8795  -14.2161
S  -3.8196  18.7741  -12.8236
O  -4.4547  17.7392  -12.0834
O  -2.2518  18.5599  -12.7355
C  -1.7492  18.0534  -11.4733
C  -0.2755  17.8017  -11.6162
C  -4.1099  20.3669  -12.1163
H  -2.2355  17.1202  -11.1822
H  -1.9569  18.7469  -10.6579
H  -0.0887  16.9442  -12.2677
H  0.1641  17.5840  -10.6514
H  0.2132  18.6483  -12.1021
H  -3.3304  21.0411  -12.4581
H  -4.0203  20.3060  -11.0295
H  -5.1275  20.6465  -12.3655
O  -4.4379  27.4590  -6.9065
S  -5.1562  26.2323  -6.8871
O  -6.4562  26.0903  -7.4262
O  -4.2509  25.1768  -7.6234
C  -2.9617  24.9509  -7.0219
C  -1.8630  24.9684  -8.0875
C  -5.1704  25.6296  -5.2267
H  -2.9680  24.0240  -6.4496
H  -2.6528  25.7710  -6.3748
H  -2.0458  25.7644  -8.7971
H  -1.8564  23.9802  -8.5572
H  -0.9142  25.0068  -7.5494
H  -5.6879  24.6729  -5.1908
H  -5.7644  26.3238  -4.6362
H  -4.1403  25.5657  -4.8907
O  -6.8928  21.0397  -10.4499
S  -7.5220  22.2933  -10.1593
O  -7.9072  23.1496  -11.2239
O  -8.8638  21.9377  -9.3918
C  -8.7565  20.8017  -8.4927
C  -10.0738  20.5626  -7.8181
C  -6.6968  23.3065  -8.9545
H  -7.9213  20.8799  -7.7918
H  -8.5557  19.9069  -9.0857
H  -10.1976  21.2471  -6.9702
H  -10.0903  19.5928  -7.3188
H  -10.9269  20.6616  -8.4833
H  -5.6998  23.5427  -9.3129
H  -6.6235  22.8001  -7.9958
H  -7.3863  24.1439  -8.9417
O  -1.6900  26.0980  -4.0567
S  -0.9857  25.0958  -3.3300
O  0.2769  24.6317  -3.7526
O  -0.7804  25.5857  -1.8392
C  -1.8003  26.4796  -1.3251
C  -1.2944  26.9934  0.0134
C  -2.0663  23.7364  -3.0368
H  -2.7589  25.9560  -1.2430
H  -1.9532  27.2874  -2.0410
H  -0.9979  26.1501  0.6318
H  -2.0556  27.6096  0.4911
H  -0.4483  27.6586  -0.1611
H  -2.2978  23.2720  -3.9920
H  -3.0303  24.0674  -2.6422
H  -1.5816  23.1020  -2.3009
C  -6.5498  15.6367  -9.3571
S  -7.9490  16.6293  -9.9301
O  -8.6458  16.9816  -8.6547
C  -6.9970  18.0969  -10.3586
H  -6.0013  15.1112  -10.1365
H  -6.9775  14.9561  -8.6223
H  -5.8530  16.3010  -8.8457
H  -6.4891  18.4336  -9.4646
H  -7.7513  18.7971  -10.7109
H  -6.4304  17.8509  -11.2565
C  0.6693  22.1370  -7.5769
S  1.5432  22.9916  -6.2623
O  2.9913  22.9483  -6.5815
C  1.2054  21.7997  -4.9719
H  0.9886  21.1058  -7.6512
H  0.8172  22.6606  -8.5168
H  -0.3743  22.1988  -7.2814
H  0.1286  21.7575  -4.8213
H  1.7061  22.1368  -4.0689
H  1.5940  20.8246  -5.2718
C  -7.8534  17.4995  -3.8452
S  -8.4017  18.5282  -5.2334
O  -8.6068  19.9141  -4.7033
C  -6.7335  18.6401  -5.9410
H  -8.6838  17.4774  -3.1399
H  -6.9690  17.9442  -3.4066
H  -7.7329  16.4935  -4.2461
H  -5.9455  18.7368  -5.1969
H  -6.6986  19.5128  -6.5877
H  -6.6232  17.6937  -6.4690
C  -0.7821  19.3147  -0.8511
S  0.0126  18.9945  -2.4219
O  0.0213  17.5302  -2.6269
C  -1.3547  19.5842  -3.4404
H  -0.1133  19.2269  0.0025
H  -1.6566  18.6815  -0.6938
H  -1.1218  20.3550  -0.8665
H  -1.6451  20.5670  -3.0818
H  -2.0772  18.7716  -3.4218
H  -0.9778  19.6849  -4.4559
C  -2.9573  16.8575  -6.0578
S  -3.4119  16.4192  -4.3882
O  -4.6582  15.6079  -4.5010
C  -2.0867  15.2480  -4.1148
H  -1.9713  17.3329  -6.0674
H  -3.6708  17.5616  -6.4696
H  -2.8450  15.9605  -6.6685
H  -1.1565  15.7870  -3.9241
H  -1.9667  14.5711  -4.9606
H  -2.3682  14.6677  -3.2380

LUMO, eV: 1.74
ΔE to the lowest compared entry with this formula, charge and spin, kcal/mol: 0.0
Highest occupied orbital energy, eV: -6.70
Multiplicity: 1
Net charge: -1
E_tot, Eh: -9316.2591
F_max, eV Å⁻¹: 1.9

***

Record 2
Computed, not measured: one molecule with the formula CH2N2O3S at a distorted geometry, with ωB97M-V/def2-TZVPD.

Positions of all 9 atoms, in Å:
C  -1.2908  0.4696  0.0739
N  -0.3747  1.3790  0.2875
N  -1.1363  -0.6867  -0.5108
O  2.6318  -0.5921  -0.8913
O  1.6487  -0.9949  1.2558
O  0.9644  1.2114  -0.1471
S  1.5062  -0.3867  -0.0534
H  -2.1832  1.0157  0.2487
H  -1.7661  -1.4153  -0.2633

LUMO (alpha / beta), eV: -2.35 / -2.93
ΔE to the lowest compared entry with this formula, charge and spin, kcal/mol: 116.2
Highest occupied orbital energy (alpha / beta), eV: -10.62 / -9.67
Multiplicity: 1
Net charge: 0
E_tot, Eh: -772.5216
F_max, eV Å⁻¹: 2.5

***

Record 3
Computed, not measured: CH3InO as an isolated structure at a distorted geometry, with ωB97M-V/def2-TZVPD.

Positions of all 6 atoms, in Å:
In  1.1670  1.7149  2.6996
C  2.1679  3.7479  3.4128
O  1.4922  5.9588  1.0059
H  1.1687  7.6597  3.2902
H  1.6393  6.0189  1.9958
H  1.7243  2.9585  2.1618

LUMO, eV: -14.56
ΔE to the lowest compared entry with this formula, charge and spin, kcal/mol: 353.8
Highest occupied orbital energy, eV: -18.56
Multiplicity: 1
Net charge: +2
E_tot, Eh: -303.7975
F_max, eV Å⁻¹: 9.1

***

Record 4
Computed, not measured: a 2-piece molecular cluster, C12H17N overall at a distorted geometry, with ωB97M-V/def2-TZVPD.

Positions of all 30 atoms, in Å:
C  -0.4052  0.8217  2.8391
C  0.1569  -1.6823  0.1272
C  0.5214  -0.4543  0.7273
C  -0.4305  -0.2294  1.7746
C  -1.3785  -1.1882  1.6685
C  1.9881  -1.5393  -1.3556
C  0.8631  -2.2350  -0.9396
C  2.5021  -0.4782  -0.6006
C  1.7550  0.1210  0.3917
N  -1.0410  -2.0555  0.6460
H  2.4808  -1.8854  -2.2422
H  0.4994  -3.0577  -1.5408
H  3.4791  -0.0775  -0.8311
H  2.1061  0.9892  0.9332
H  -1.5468  -2.9119  0.5132
H  -2.3196  -1.1489  2.1926
H  -0.3637  1.8414  2.4472
H  0.4523  0.7151  3.5066
H  -1.3171  0.7301  3.4271
C  -1.0425  2.6687  -2.0609
C  -1.3507  3.2324  -0.6479
C  -1.0706  1.1660  -2.0932
H  -1.7121  3.1844  -2.7487
H  -0.0618  3.0140  -2.3989
H  -1.9908  4.1117  -0.7020
H  -1.9989  0.6869  -1.8112
H  -0.8493  0.8143  -3.1087
H  -0.4686  3.4738  -0.0564
H  -1.9169  2.4630  -0.1201
H  -0.3130  0.6703  -1.4853

Structure (SMILES): Cc1c[nH]c2ccccc12.CCC
LUMO, eV: 0.92
ΔE to the lowest compared entry with this formula, charge and spin, kcal/mol: 11.4
Highest occupied orbital energy, eV: -7.87
Multiplicity: 1
Net charge: 0
E_tot, Eh: -522.2021
F_max, eV Å⁻¹: 1.5